# 1
This record from OMol25 describes a cluster of 2 separate species, C4H9NO2 in total in a non-equilibrium geometry. The level of theory is wB97M-V/def2-TZVPD.

The value obtained for the electronic energy is -362.75709 a.u. As for the energy above the lowest of the compared OMol25 structures with the same formula, charge and spin: 862.34 kJ/mol. Its lowest unoccupied orbital energy is 0.25 eV.

Last column: Löwdin charge in e.
CARTESIAN COORDINATES (ANGSTROEM)
C: -1.223 0.522 0.356  -0.079
C: -1.752 1.857 -0.195  -0.141
C: -1.692 -0.627 -0.442  -0.174
C: 2.458 -1.505 0.472  -0.029
N: 1.369 0.800 0.096  -0.094
O: 1.811 1.393 1.064  0.015
O: 1.779 -0.445 -0.258  -0.139
H: -2.450 2.072 0.638  0.094
H: -1.026 2.623 -0.395  0.058
H: -2.212 1.626 -1.134  0.044
H: -1.381 -1.605 0.015  0.073
H: -2.623 -0.826 -1.010  0.087
H: -0.907 -0.351 -1.123  0.076
H: 3.276 -1.272 1.053  0.056
H: 2.772 -2.196 -0.241  0.067
H: 1.800 -2.066 1.103  0.085

=====

# 2
This record from OMol25 describes an isolated molecule of C4H9NO2 in a non-equilibrium geometry. The level of theory is wB97M-V/def2-TZVPD.

The value obtained for the electronic energy is -363.01383 a.u. As for the energy above the lowest of the compared OMol25 structures with the same formula, charge and spin: 188.26 kJ/mol. Its lowest unoccupied orbital energy is 0.70 eV. Its SMILES is N[C@@H](C=O)CCO.

Last column: Löwdin charge in e.
CARTESIAN COORDINATES (ANGSTROEM)
N: -1.333 -0.075 -0.788  0.057
C: -0.679 0.026 0.475  -0.368
C: -1.095 -1.031 1.525  -0.219
O: -1.152 -2.204 1.262  0.052
C: 0.844 -0.147 0.351  -0.152
C: 1.480 0.492 -0.857  -0.256
O: 1.051 1.839 -1.079  -0.082
H: -2.289 0.202 -0.920  0.084
H: -1.138 -0.893 -1.340  0.091
H: -0.874 0.991 0.954  0.138
H: -1.139 -0.750 2.593  0.122
H: 1.252 0.359 1.238  0.124
H: 1.192 -1.160 0.490  0.114
H: 2.561 0.563 -0.801  0.119
H: 1.192 -0.057 -1.749  0.107
H: 0.127 1.844 -1.355  0.067

=====

# 3
This record from OMol25 describes an isolated molecule of C4H9NO2 in a non-equilibrium geometry. The level of theory is wB97M-V/def2-TZVPD.

The value obtained for the electronic energy is -363.03843 a.u. As for the energy above the lowest of the compared OMol25 structures with the same formula, charge and spin: 123.66 kJ/mol. Its lowest unoccupied orbital energy is 0.64 eV. Its SMILES is CC(=O)NCCO.

Last column: Löwdin charge in e.
CARTESIAN COORDINATES (ANGSTROEM)
C: 2.236 0.835 -0.108  0.008
C: 0.981 1.477 0.449  -0.532
O: 0.951 2.572 0.989  0.036
N: -0.226 0.855 0.215  0.045
C: -0.355 -0.551 -0.128  -0.200
C: -1.820 -0.952 0.079  -0.245
O: -2.131 -2.332 -0.223  -0.066
H: 2.990 1.171 0.602  0.091
H: 2.132 -0.218 -0.338  0.060
H: 2.390 1.269 -1.102  0.095
H: -0.979 1.301 0.729  0.141
H: -0.151 -0.693 -1.195  0.123
H: 0.278 -1.173 0.499  0.125
H: -2.541 -0.381 -0.504  0.121
H: -1.960 -0.796 1.156  0.124
H: -1.795 -2.384 -1.121  0.073

=====

# 4
This record from OMol25 describes an isolated molecule of C4H9NO2. The level of theory is wB97M-V/def2-TZVPD.

The value obtained for the electronic energy is -363.06687 a.u. As for the energy above the lowest of the compared OMol25 structures with the same formula, charge and spin: 49.00 kJ/mol. Its lowest unoccupied orbital energy is 0.94 eV. Its SMILES is CCNC(=O)OC.

Last column: Löwdin charge in e.
CARTESIAN COORDINATES (ANGSTROEM)
C: -2.112 0.728 0.972  -0.080
C: -1.723 -0.505 0.143  -0.231
N: -0.604 -0.281 -0.751  0.061
C: 0.660 -0.320 -0.249  -0.594
O: 0.956 -0.679 0.873  0.084
O: 1.559 0.075 -1.178  -0.039
C: 2.908 0.009 -0.727  -0.060
H: -1.252 1.394 1.084  0.073
H: -2.930 1.299 0.525  0.065
H: -2.421 0.453 1.982  0.070
H: -1.429 -1.322 0.806  0.113
H: -2.568 -0.856 -0.457  0.113
H: -0.742 0.196 -1.627  0.144
H: 3.520 0.313 -1.576  0.091
H: 3.064 0.682 0.120  0.095
H: 3.159 -1.009 -0.417  0.095

=====

# 5
This record from OMol25 describes an isolated molecule of C4H9NO2. The level of theory is wB97M-V/def2-TZVPD.

The value obtained for the electronic energy is -362.96860 a.u. As for the energy above the lowest of the compared OMol25 structures with the same formula, charge and spin: 307.01 kJ/mol. Its lowest unoccupied orbital energy is 0.95 eV. Its SMILES is COC/C(C)=N\O.

Last column: Löwdin charge in e.
CARTESIAN COORDINATES (ANGSTROEM)
C: 1.937 0.302 -0.363  -0.106
O: 1.433 -0.376 0.767  -0.179
C: 0.156 0.089 1.156  -0.174
C: -0.867 -0.145 0.065  -0.343
C: -1.209 -1.568 -0.262  -0.034
N: -1.413 0.767 -0.644  0.041
O: -1.004 2.049 -0.285  -0.072
H: 2.996 0.046 -0.441  0.090
H: 1.424 -0.008 -1.285  0.091
H: 1.829 1.391 -0.261  0.092
H: 0.191 1.149 1.431  0.118
H: -0.117 -0.500 2.038  0.133
H: -1.768 -2.028 0.562  0.084
H: -0.289 -2.147 -0.395  0.084
H: -1.811 -1.621 -1.172  0.080
H: -1.489 2.601 -0.911  0.094

=====

# 6
This record from OMol25 describes an isolated molecule of C4H9NO2. The level of theory is wB97M-V/def2-TZVPD.

The value obtained for the electronic energy is -362.94040 a.u. As for the energy above the lowest of the compared OMol25 structures with the same formula, charge and spin: 381.05 kJ/mol. Its lowest unoccupied orbital energy is 0.57 eV.

Last column: Löwdin charge in e.
CARTESIAN COORDINATES (ANGSTROEM)
C: -1.057 0.047 -1.020  -0.124
C: -0.682 0.860 0.187  -0.515
O: -1.703 1.483 0.965  -0.058
C: 0.061 -0.164 1.052  -0.087
C: 0.960 -0.791 0.025  -0.415
O: 0.748 -1.951 -0.579  0.053
N: 2.186 -0.312 -0.100  0.233
H: -1.944 -0.565 -0.776  0.042
H: -0.150 -1.690 -0.973  0.108
H: -1.272 0.644 -1.913  0.020
H: 0.051 1.633 -0.110  0.130
H: -2.427 1.641 0.346  0.083
H: 0.620 0.236 1.910  0.124
H: -0.649 -0.915 1.408  0.135
H: 2.778 -0.660 -0.841  0.138
H: 2.480 0.503 0.419  0.133

=====

# 7
This record from OMol25 describes a cluster of 3 separate species, C4H9NO2 in total in a non-equilibrium geometry. The level of theory is wB97M-V/def2-TZVPD.

The value obtained for the electronic energy is -363.00559 a.u. As for the energy above the lowest of the compared OMol25 structures with the same formula, charge and spin: 209.89 kJ/mol. Its lowest unoccupied orbital energy is 0.58 eV. Its SMILES is c1cc[nH]c1.O.O.

Last column: Löwdin charge in e.
CARTESIAN COORDINATES (ANGSTROEM)
C: -1.576 -0.932 -1.193  -0.136
C: -0.852 -2.008 -0.579  -0.087
C: 0.457 -1.489 -0.465  -0.095
N: 0.580 -0.236 -1.236  0.017
C: -0.732 0.121 -1.595  -0.126
H: -2.571 -0.942 -1.557  0.070
H: -1.286 -2.894 -0.363  0.050
H: 1.303 -2.037 -0.096  0.083
H: 1.462 0.255 -1.265  0.108
H: -0.906 1.022 -2.179  0.102
O: -0.763 1.527 2.637  -0.120
H: -1.110 0.871 1.990  0.037
H: -0.188 0.940 3.284  0.104
O: 2.123 1.750 0.520  -0.115
H: 1.256 1.821 1.088  0.075
H: 2.805 2.233 1.010  0.033

=====

# 8
This record from OMol25 describes an isolated molecule of C4H9NO2 in a non-equilibrium geometry. The level of theory is wB97M-V/def2-TZVPD.

The value obtained for the electronic energy is -363.01644 a.u. As for the energy above the lowest of the compared OMol25 structures with the same formula, charge and spin: 181.41 kJ/mol. Its lowest unoccupied orbital energy is 0.60 eV. Its SMILES is N[C@@H](C=O)CCO.

Last column: Löwdin charge in e.
CARTESIAN COORDINATES (ANGSTROEM)
N: 0.893 -0.649 -1.051  0.058
C: -0.029 -0.809 0.088  -0.367
C: 0.596 -1.624 1.206  -0.225
O: 1.615 -1.306 1.759  0.067
C: -0.407 0.570 0.635  -0.146
C: -0.575 1.651 -0.418  -0.258
O: -1.494 1.291 -1.453  -0.073
H: 1.389 -1.536 -1.175  0.086
H: 1.662 -0.075 -0.721  0.082
H: -0.905 -1.335 -0.296  0.134
H: 0.093 -2.551 1.494  0.120
H: -1.288 0.626 1.279  0.125
H: 0.406 0.882 1.289  0.115
H: -1.040 2.522 0.026  0.117
H: 0.364 1.929 -0.874  0.103
H: -1.281 0.416 -1.789  0.062

=====

# 9
This record from OMol25 describes a cluster of 2 separate species, C4H9NO2 in total. The level of theory is wB97M-V/def2-TZVPD.

The value obtained for the electronic energy is -363.01063 a.u. As for the energy above the lowest of the compared OMol25 structures with the same formula, charge and spin: 196.66 kJ/mol. Its lowest unoccupied orbital energy is 0.89 eV. Its SMILES is CCC=O.NC=O.

Last column: Löwdin charge in e.
CARTESIAN COORDINATES (ANGSTROEM)
C: -2.336 -0.466 -0.097  -0.071
C: -0.776 -0.681 -0.104  -0.178
C: -0.576 0.485 -0.997  -0.369
O: -0.351 1.615 -0.618  0.020
H: -2.634 -0.271 0.929  0.082
H: -2.841 -1.320 -0.534  0.075
H: -2.689 0.417 -0.663  0.085
H: -0.339 -0.564 0.895  0.113
H: -0.426 -1.641 -0.516  0.126
H: -0.810 0.248 -2.052  0.144
N: 2.475 0.671 1.223  0.138
C: 2.110 0.006 0.099  -0.439
O: 2.635 -0.984 -0.368  0.012
H: 3.386 0.519 1.621  0.102
H: 1.923 1.463 1.515  0.099
H: 1.250 0.502 -0.334  0.061

=====

# 10
This record from OMol25 describes a cluster of 2 separate species, C4H9NO2 in total in a non-equilibrium geometry. The level of theory is wB97M-V/def2-TZVPD.

The value obtained for the electronic energy is -362.85526 a.u. As for the energy above the lowest of the compared OMol25 structures with the same formula, charge and spin: 604.58 kJ/mol. Its lowest unoccupied orbital energy is -3.93 eV.

Last column: Löwdin charge in e.
CARTESIAN COORDINATES (ANGSTROEM)
C: -0.312 1.107 0.313  -0.316
N: 0.421 2.219 0.181  0.257
C: -0.524 -1.834 1.577  -0.580
O: 0.601 -1.497 1.160  -0.025
O: -1.533 -1.145 1.615  -0.044
C: -0.464 0.317 -0.984  -0.218
C: 0.952 -0.132 -1.455  -0.092
H: -1.319 1.271 0.760  0.194
H: 0.202 0.386 1.084  0.195
H: 0.761 2.502 1.112  0.100
H: -0.674 -2.875 1.934  0.131
H: -0.979 -0.631 -0.839  0.099
H: -0.977 0.933 -1.720  0.110
H: 1.238 -1.052 -0.967  0.054
H: 1.622 0.705 -1.233  0.063
H: 0.983 -0.273 -2.537  0.072

=====

# 11
This record from OMol25 describes an isolated molecule of C4H9NO2 in a non-equilibrium geometry. The level of theory is wB97M-V/def2-TZVPD.

The value obtained for the electronic energy is -363.00759 a.u. As for the energy above the lowest of the compared OMol25 structures with the same formula, charge and spin: 204.64 kJ/mol. Its lowest unoccupied orbital energy is 0.86 eV. Its SMILES is [H]/N=C(\O)OC(C)C.

Last column: Löwdin charge in e.
CARTESIAN COORDINATES (ANGSTROEM)
H: -2.066 2.554 -0.216  0.078
N: -1.300 1.944 0.082  0.161
C: -1.226 0.974 -0.711  -0.517
O: -2.194 0.895 -1.952  -0.052
O: -0.520 -0.076 -0.930  0.019
C: 0.693 -0.065 0.216  -0.275
C: 0.156 -0.436 1.578  -0.063
C: 1.663 -1.087 -0.333  -0.065
H: -2.164 0.003 -2.330  0.063
H: 1.145 0.931 0.209  0.136
H: -0.454 -1.343 1.529  0.092
H: 0.980 -0.612 2.281  0.091
H: -0.452 0.364 2.007  0.071
H: 2.010 -0.800 -1.330  0.084
H: 2.542 -1.175 0.316  0.090
H: 1.189 -2.070 -0.416  0.088

=====

# 12
This record from OMol25 describes an isolated molecule of C4H9NO2 in a non-equilibrium geometry. The level of theory is wB97M-V/def2-TZVPD.

The value obtained for the electronic energy is -362.99713 a.u. As for the energy above the lowest of the compared OMol25 structures with the same formula, charge and spin: 232.12 kJ/mol. Its lowest unoccupied orbital energy is 0.96 eV. Its SMILES is C/N=C/OCCO.

Last column: Löwdin charge in e.
CARTESIAN COORDINATES (ANGSTROEM)
C: -1.239 -2.340 1.480  -0.138
N: -0.713 -1.250 0.686  -0.003
C: -0.312 -0.217 1.282  -0.244
O: 0.272 0.842 0.673  -0.051
C: 0.702 0.689 -0.673  -0.194
C: 0.421 1.940 -1.474  -0.251
O: 1.290 1.847 -2.580  -0.073
H: -2.262 -2.578 1.168  0.074
H: -0.630 -3.230 1.289  0.075
H: -1.239 -2.148 2.566  0.072
H: -0.366 -0.034 2.364  0.142
H: 1.843 0.542 -0.786  0.144
H: 0.235 -0.192 -1.123  0.119
H: -0.627 1.916 -1.788  0.126
H: 0.571 2.858 -0.881  0.125
H: 2.053 1.355 -2.205  0.076

=====

Number 1: frontier orbital gap 8.23 eV. Number 2: frontier orbital gap 9.93 eV. Number 3: frontier orbital gap 10.41 eV. Number 4: frontier orbital gap 10.67 eV. Number 5: frontier orbital gap 10.67 eV. Number 6: frontier orbital gap 7.56 eV. Number 7: frontier orbital gap 8.73 eV. Number 8: frontier orbital gap 10.48 eV. Number 9: frontier orbital gap 10.59 eV. Number 10: frontier orbital gap 5.33 eV. Number 11: frontier orbital gap 11.05 eV. Number 12: frontier orbital gap 10.81 eV.